Entry 1:
Computed, not measured: an isolated molecule of C2H3OPS in a non-equilibrium geometry, with ωB97M-V with the def2-TZVPD basis set.

XYZ file:
```
8
Properties=species:S:1:pos:R:3:forces:R:3
C 1.760774 0.374073 0.055194 0.4 -0.5 1.7
C 0.614300 -0.230855 -0.244434 -0.8 3.2 1.2
O -3.714667 0.045999 0.021036 -1.8 0.9 0.0
P -2.497092 -0.792104 -0.051037 1.4 -1.4 -0.1
S -0.968598 0.631905 0.013270 1.4 0.9 -0.1
H 2.694785 -0.252944 0.213202 -1.1 1.1 -0.8
H 1.731239 1.386710 0.554071 0.2 -1.2 -0.9
H 0.379262 -1.162782 -0.561305 0.3 -3.0 -1.0
```
Positions in Å, forces in eV/Å.

Charge ... 0
Highest occupied orbital energy (spin up / spin down) ... -7.09 / -9.52 eV
Kohn-Sham gap (spin up / spin down) ... 0.2882 / 0.2280 Eh
<S²> ... 2.01
Multiplicity ... 3
Energy above the lowest of the compared OMol25 structures with the same formula, charge and spin ... 0.342 eV
Strongest force on any atom ... 3.51 eV Å⁻¹
Lowest unoccupied orbital energy (spin up / spin down) ... 0.028 / -0.122 Ha

---

Entry 2:
Computed, not measured: an isolated molecule of C2H3OPS2 in a non-equilibrium geometry, with ωB97M-V with the def2-TZVPD basis set.

XYZ file:
```
9
Properties=species:S:1:pos:R:3:forces:R:3
O 2.901414 -0.781990 0.269376 -0.1 0.4 -0.1
P 2.032887 0.085639 -0.834262 -1.2 -0.3 0.8
C 0.607277 0.425708 -0.056696 1.7 -0.3 -1.1
C -0.455977 1.149146 0.164355 -0.3 -1.7 -0.8
S -2.131787 0.582478 0.008914 -0.2 1.3 0.4
S -2.033598 -1.461083 -0.225037 1.6 -0.4 0.6
H 2.499563 -0.593592 1.126898 0.2 -0.3 0.2
H -0.236178 2.164116 0.372703 -0.8 1.1 0.5
H -3.183601 -1.570419 -0.826253 -0.9 0.2 -0.6
```
Positions in Å, forces in eV/Å.

Charge ... 0
Highest occupied orbital energy ... -8.45 eV
Kohn-Sham gap ... 0.3106 Eh
Energy above the lowest of the compared OMol25 structures with the same formula, charge and spin ... 1.418 eV
Strongest force on any atom ... 2.06 eV Å⁻¹
Structure (SMILES) ... OP=C=CSS
Lowest unoccupied orbital energy ... 0.000 Ha

---

Entry 3:
Computed, not measured: a structure of composition C2H3OV in a non-equilibrium geometry, with ωB97M-V with the def2-TZVPD basis set.

XYZ file:
```
7
Properties=species:S:1:pos:R:3:forces:R:3
C 0.024464 -0.726971 0.416484 1.3 -0.2 1.3
C -0.734131 0.295937 -0.115252 1.7 -0.7 -3.6
O -0.160143 1.374886 -0.538778 -0.5 1.4 1.5
V 1.939225 1.320072 -0.339272 -1.9 -0.8 0.2
H 0.424801 -0.619767 1.430571 0.5 -0.1 -0.6
H 0.144641 -1.639200 -0.173487 -1.0 -0.3 1.0
H -1.638854 -0.004959 -0.680263 -0.1 0.6 0.3
```
Positions in Å, forces in eV/Å.

Charge ... 0
Highest occupied orbital energy (spin up / spin down) ... -6.97 / -7.35 eV
Kohn-Sham gap (spin up / spin down) ... 0.2442 / 0.2573 Eh
<S²> ... 6.01
Multiplicity ... 5
Energy above the lowest of the compared OMol25 structures with the same formula, charge and spin ... 0.000 eV
Strongest force on any atom ... 4.08 eV Å⁻¹
Lowest unoccupied orbital energy (spin up / spin down) ... -0.012 / -0.013 Ha